(1)
The following is a DFT calculation (ωB97M-V/def2-TZVPD) of an isolated molecule of C5H12N2 at a distorted geometry.

Each line ends with the natural charge from an NBO analysis.
Atoms and positions in Å:
C 0.538 -0.347 0.327  -0.35
C 0.092 0.769 1.207  0.29
C -0.504 -0.634 -0.783  -0.04
C 1.961 -0.125 -0.119  -0.92
C -1.885 -1.006 -0.239  -0.63
N 1.035 1.442 1.828  -0.70
N -0.543 0.553 -1.634  -0.86
H 0.547 -1.221 0.997  0.24
H -0.932 1.133 1.225  0.20
H -0.108 -1.508 -1.319  0.18
H 2.059 1.035 1.408  0.42
H 0.765 2.187 2.457  0.40
H -1.389 0.654 -2.183  0.36
H 0.231 0.504 -2.293  0.38
H 2.649 -0.957 -0.028  0.21
H 2.214 0.840 -0.546  0.20
H -2.372 -0.169 0.265  0.19
H -1.817 -1.824 0.481  0.21
H -2.540 -1.327 -1.051  0.21

The calculation puts the energy above the lowest of the compared OMol25 structures with the same formula, charge and spin at 3.883 eV. For the HOMO-LUMO gap, the calculation gives 6.34 eV. The calculation puts the LUMO energy at 0.491 eV. The calculation puts the HOMO energy at -5.850 eV.

(2)
The following is a DFT calculation (ωB97M-V/def2-TZVPD) of an isolated molecule of C5H12N2 at a distorted geometry.

Each line ends with the natural charge from an NBO analysis.
Atoms and positions in Å:
C 0.323 0.020 -2.287  -0.22
C 1.139 -0.397 -1.109  -0.46
C 0.817 0.169 0.250  -0.30
C -0.374 -0.111 0.827  0.02
N -0.934 0.040 2.077  -0.62
C -1.335 -1.127 2.826  -0.40
N 0.339 1.483 -2.588  -0.83
H -0.744 -0.121 -2.122  0.19
H 0.652 -0.503 -3.184  0.19
H 2.221 -0.218 -1.219  0.21
H 1.153 -1.493 -0.979  0.21
H 1.364 0.989 0.726  0.19
H -0.745 -1.030 0.310  0.15
H -0.352 0.778 2.461  0.37
H -0.526 -1.873 2.899  0.17
H -2.052 -1.629 2.168  0.20
H -1.690 -0.907 3.820  0.21
H 0.248 1.922 -1.671  0.35
H 1.226 1.834 -2.939  0.34

The calculation puts the energy above the lowest of the compared OMol25 structures with the same formula, charge and spin at 2.111 eV. For the HOMO-LUMO gap, the calculation gives 9.13 eV. Its SMILES is CN/C=C/CCN. The calculation puts the LUMO energy at 1.093 eV. The calculation puts the HOMO energy at -8.035 eV.

(3)
The following is a DFT calculation (ωB97M-V/def2-TZVPD) of C5H12N2 as an isolated structure at a distorted geometry.

Each line ends with the natural charge from an NBO analysis.
Atoms and positions in Å:
C -0.694 -0.983 -0.369  -0.24
C -0.082 -0.359 2.300  -0.42
C 1.545 1.798 -0.358  -0.73
C -1.611 0.008 -1.069  -0.62
C 0.791 0.910 0.529  0.40
N 0.489 -1.302 -1.181  -0.87
N 0.670 0.614 1.691  -0.34
H -1.288 -1.893 -0.176  0.16
H 1.197 -1.756 -0.616  0.35
H 0.255 -1.950 -1.933  0.34
H 0.506 -1.137 2.784  0.20
H -0.855 0.032 2.959  0.20
H -0.520 -0.834 0.990  0.22
H 2.417 2.235 0.137  0.23
H 1.850 1.227 -1.235  0.27
H 0.889 2.602 -0.699  0.25
H -2.413 0.333 -0.400  0.21
H -2.085 -0.434 -1.955  0.19
H -1.060 0.889 -1.398  0.20

The calculation puts the energy above the lowest of the compared OMol25 structures with the same formula, charge and spin at 4.814 eV. For the HOMO-LUMO gap (alpha / beta), the calculation gives 7.89 / 7.89 eV. The calculation puts the LUMO energy (alpha / beta) at 0.643 / 0.643 eV. The calculation puts the HOMO energy (alpha / beta) at -7.244 / -7.244 eV.

(4)
The following is a DFT calculation (ωB97M-V/def2-TZVPD) of a 2-piece molecular cluster, C5H12N2 overall at a distorted geometry.

Each line ends with the natural charge from an NBO analysis.
Atoms and positions in Å:
N 0.963 0.704 0.305  -0.64
C -0.161 1.439 0.907  -0.23
C -1.193 1.534 -0.356  -0.42
C -0.763 0.490 -1.362  -0.43
C 0.345 -0.324 -0.564  -0.09
C 0.037 -1.612 0.164  -0.31
N 1.281 -2.040 0.684  -0.57
H 1.453 0.009 0.900  0.39
H 0.170 2.410 1.218  0.21
H -0.666 0.767 1.620  0.17
H -2.209 1.372 0.089  0.20
H -1.264 2.499 -0.866  0.22
H -0.361 0.889 -2.384  0.23
H -1.727 -0.038 -1.703  0.22
H 1.127 -0.609 -1.279  0.22
H -0.600 -2.261 -0.470  0.21
H -0.380 -1.147 1.074  0.29
H -1.829 -0.957 0.758  0.02
H 0.988 -2.746 1.379  0.32

The calculation puts the energy above the lowest of the compared OMol25 structures with the same formula, charge and spin at 7.890 eV. For the HOMO-LUMO gap, the calculation gives 6.19 eV. The calculation puts the LUMO energy at -2.358 eV. The calculation puts the HOMO energy at -8.545 eV.

(5)
The following is a DFT calculation (ωB97M-V/def2-TZVPD) of a 2-piece molecular cluster, C5H12N2 overall at a distorted geometry.

Each line ends with the natural charge from an NBO analysis.
Atoms and positions in Å:
C -0.316 -1.196 1.903  -0.49
C -0.599 -0.683 0.731  0.02
C -1.946 -0.233 0.209  -0.69
C 0.878 -0.874 -1.634  -0.66
C 0.985 -0.015 -0.404  0.03
N 0.778 2.315 0.395  -0.67
N 0.836 1.424 -0.643  -0.46
H 0.727 -1.413 2.075  0.19
H -0.975 -1.738 2.554  0.19
H -2.060 0.860 0.503  0.22
H -1.869 -0.184 -0.926  0.20
H -2.804 -0.794 0.458  0.22
H 1.123 -1.921 -1.456  0.23
H -0.093 -0.845 -2.183  0.21
H 1.743 -0.608 -2.322  0.22
H 1.773 -0.288 0.196  0.18
H 0.087 2.110 1.208  0.34
H 1.680 2.576 0.606  0.36
H 0.051 1.505 -1.270  0.34

The calculation puts the energy above the lowest of the compared OMol25 structures with the same formula, charge and spin at 4.106 eV. For the HOMO-LUMO gap, the calculation gives 9.30 eV. The calculation puts the LUMO energy at 1.023 eV. The calculation puts the HOMO energy at -8.275 eV.

(6)
The following is a DFT calculation (ωB97M-V/def2-TZVPD) of a 2-piece molecular cluster, C5H12N2 overall.

Each line ends with the natural charge from an NBO analysis.
Atoms and positions in Å:
N 0.254 -1.661 1.321  -0.86
C 1.063 -0.786 2.192  -0.05
N 0.367 0.303 2.834  -0.83
H 0.161 -2.591 1.708  0.36
H -0.681 -1.297 1.192  0.35
H 1.507 -1.417 2.966  0.16
H 1.906 -0.406 1.614  0.17
H 0.106 1.014 2.162  0.36
H -0.486 -0.025 3.272  0.35
C 1.364 0.306 -2.007  -0.37
C 0.053 0.120 -1.967  -0.22
C -0.892 1.212 -1.723  -0.22
C -2.198 1.098 -1.910  -0.38
H 1.801 1.261 -1.753  0.19
H 2.031 -0.508 -2.258  0.20
H -0.380 -0.862 -2.120  0.20
H -0.448 2.181 -1.518  0.20
H -2.897 1.918 -1.833  0.20
H -2.633 0.139 -2.172  0.19

The calculation puts the energy above the lowest of the compared OMol25 structures with the same formula, charge and spin at 1.914 eV. For the HOMO-LUMO gap, the calculation gives 9.90 eV. Its SMILES is C=CC=C.NCN. The calculation puts the LUMO energy at 1.078 eV. The calculation puts the HOMO energy at -8.818 eV.

(7)
The following is a DFT calculation (ωB97M-V/def2-TZVPD) of an isolated molecule of C5H12N2 at a distorted geometry.

Each line ends with the natural charge from an NBO analysis.
Atoms and positions in Å:
C 0.786 -0.203 -1.374  -0.27
C -0.736 -0.038 -1.544  -0.43
C -1.704 -0.695 -0.075  -0.20
C -2.302 -0.123 0.948  -0.43
N 1.183 -0.778 -0.073  -0.62
C 1.640 0.156 0.922  -0.07
N 0.892 1.406 1.072  -0.84
H 1.229 0.783 -1.525  0.20
H 1.100 -0.831 -2.227  0.20
H -1.272 0.876 -1.296  0.22
H -1.299 -0.673 -2.213  0.22
H -1.560 -1.772 -0.223  0.18
H -2.774 -0.702 1.746  0.22
H -2.206 0.963 1.117  0.20
H 0.308 -1.173 0.232  0.37
H 2.733 0.232 1.002  0.18
H 1.539 -0.426 1.844  0.17
H 1.474 2.202 0.833  0.36
H 0.155 1.417 0.377  0.35

The calculation puts the energy above the lowest of the compared OMol25 structures with the same formula, charge and spin at 3.738 eV. For the HOMO-LUMO gap, the calculation gives 9.92 eV. Its SMILES is C=CCCNCN. The calculation puts the LUMO energy at 1.113 eV. The calculation puts the HOMO energy at -8.805 eV.

(8)
The following is a DFT calculation (ωB97M-V/def2-TZVPD) of a 2-piece molecular cluster, C5H12N2 overall at a distorted geometry.

Each line ends with the natural charge from an NBO analysis.
Atoms and positions in Å:
C -2.779 0.955 -0.730  -0.54
C -2.375 0.275 0.314  -0.10
C 2.040 1.103 -0.351  -0.61
C 0.821 -2.062 0.492  -0.46
C 0.473 0.909 -0.431  -0.27
N 0.446 -0.894 1.219  -0.39
N 0.110 0.359 0.821  -0.21
H -3.749 0.941 -1.054  0.19
H -2.346 1.666 -1.349  0.20
H -2.877 -0.581 0.852  0.17
H 2.170 1.790 0.397  0.21
H 2.371 0.101 -0.023  0.19
H 2.427 1.165 -1.387  0.21
H 0.106 -2.848 0.679  0.21
H 0.696 -1.945 -0.631  0.22
H 1.884 -2.232 0.801  0.21
H 0.147 2.007 -0.385  0.22
H 0.202 0.298 -1.349  0.18
H 0.234 -1.007 2.115  0.36

The calculation puts the energy above the lowest of the compared OMol25 structures with the same formula, charge and spin at 7.172 eV. For the HOMO-LUMO gap (alpha / beta), the calculation gives 8.69 / 7.81 eV. The calculation puts the LUMO energy (alpha / beta) at 0.939 / 0.878 eV. The calculation puts the HOMO energy (alpha / beta) at -7.754 / -6.930 eV.

(9)
The following is a DFT calculation (ωB97M-V/def2-TZVPD) of C5H12N2 as an isolated structure at a distorted geometry.

Each line ends with the natural charge from an NBO analysis.
Atoms and positions in Å:
C -1.800 1.335 -0.029  -0.66
C -1.061 0.046 -0.314  0.13
N 0.263 0.268 -0.950  -0.67
C -1.724 -1.088 -0.707  -0.51
H 0.436 1.233 -1.236  0.44
H 0.512 -0.462 -1.617  0.41
H -2.138 1.803 -0.959  0.22
H -2.674 1.124 0.588  0.23
H -1.162 2.043 0.505  0.24
H -2.741 -1.256 -0.377  0.21
H -1.191 -1.943 -1.107  0.19
C 1.795 -1.195 0.682  -0.69
C 1.218 0.186 0.496  0.32
N 1.833 1.313 0.665  -0.90
H 2.718 1.191 1.155  0.35
H -0.121 0.007 1.005  0.02
H 1.027 -1.960 0.551  0.22
H 2.205 -1.283 1.688  0.24
H 2.606 -1.360 -0.037  0.21

The calculation puts the energy above the lowest of the compared OMol25 structures with the same formula, charge and spin at 4.685 eV. For the HOMO-LUMO gap (alpha / beta), the calculation gives 7.91 / 7.91 eV. The calculation puts the LUMO energy (alpha / beta) at 0.900 / 0.900 eV. The calculation puts the HOMO energy (alpha / beta) at -7.008 / -7.008 eV.

(10)
The following is a DFT calculation (ωB97M-V/def2-TZVPD) of an isolated molecule of C5H12N2 at a distorted geometry.

Each line ends with the natural charge from an NBO analysis.
Atoms and positions in Å:
C 1.279 0.399 0.814  -0.22
C 0.850 -0.692 -0.163  -0.46
C -0.241 -0.224 -1.173  0.21
C -0.283 -0.875 -2.366  -0.53
C -1.974 0.679 0.479  -0.41
N -1.112 0.730 -0.769  -0.64
N 1.852 -0.229 2.033  -0.82
H 2.097 0.929 0.318  0.19
H 0.426 1.045 1.008  0.17
H 1.726 -1.120 -0.640  0.23
H 0.471 -1.598 0.340  0.21
H 0.470 -1.646 -2.481  0.20
H -0.892 -0.561 -3.206  0.19
H -2.957 0.540 0.022  0.21
H -1.978 1.573 1.098  0.19
H -1.415 -0.086 1.024  0.21
H -1.548 1.187 -1.559  0.37
H 1.014 -0.518 2.542  0.34
H 2.215 0.468 2.679  0.35

The calculation puts the energy above the lowest of the compared OMol25 structures with the same formula, charge and spin at 2.063 eV. For the HOMO-LUMO gap, the calculation gives 8.67 eV. Its SMILES is C=C(CCN)NC. The calculation puts the LUMO energy at 0.926 eV. The calculation puts the HOMO energy at -7.748 eV.

(11)
The following is a DFT calculation (ωB97M-V/def2-TZVPD) of a 2-piece molecular cluster, C5H12N2 overall at a distorted geometry.

Each line ends with the natural charge from an NBO analysis.
Atoms and positions in Å:
C -2.588 -1.056 0.131  -0.37
C -2.266 0.185 -0.168  -0.39
C 0.908 1.492 0.909  -0.64
C 1.040 0.437 -1.456  -0.67
C 1.044 0.294 0.027  0.16
N 1.561 -1.971 -0.063  -0.67
N 1.306 -0.868 0.571  -0.19
H -2.967 -1.746 -0.606  0.19
H -2.487 -1.449 1.132  0.19
H -2.371 0.571 -1.168  0.19
H 0.615 1.208 1.919  0.21
H 0.166 2.178 0.510  0.22
H 1.854 2.039 0.973  0.22
H 1.947 0.934 -1.806  0.22
H 0.995 -0.555 -1.895  0.26
H 0.187 1.029 -1.784  0.21
H 1.653 -2.742 0.592  0.31
H -1.892 0.870 0.577  0.19
H 1.295 -0.849 1.604  0.37

The calculation puts the energy above the lowest of the compared OMol25 structures with the same formula, charge and spin at 3.312 eV. For the HOMO-LUMO gap, the calculation gives 7.95 eV. The calculation puts the LUMO energy at 0.876 eV. The calculation puts the HOMO energy at -7.076 eV.

(12)
The following is a DFT calculation (ωB97M-V/def2-TZVPD) of a 2-piece molecular cluster, C5H12N2 overall at a distorted geometry.

Each line ends with the natural charge from an NBO analysis.
Atoms and positions in Å:
C 1.175 0.482 0.443  0.18
C 2.131 -0.587 0.756  -0.82
C 1.706 1.352 -0.643  -0.81
C -1.968 -1.220 0.877  -0.50
C -1.792 0.738 -0.711  -0.50
N -0.431 -1.309 -1.011  -0.28
N -1.219 -0.702 -0.331  -0.05
H 1.653 -1.521 0.582  0.28
H 3.124 -0.697 0.219  0.19
H 2.112 -0.618 1.867  0.27
H 1.514 2.372 -0.529  0.23
H 1.107 1.113 -1.527  0.28
H 2.808 1.387 -0.865  0.18
H -3.062 -0.876 0.824  0.22
H -1.589 -2.307 0.879  0.25
H -1.520 -0.649 1.747  0.22
H -1.807 1.196 0.256  0.22
H -1.254 1.383 -1.473  0.22
H -2.689 0.462 -1.362  0.22

The calculation puts the energy above the lowest of the compared OMol25 structures with the same formula, charge and spin at 7.572 eV. For the HOMO-LUMO gap, the calculation gives 8.19 eV. The calculation puts the LUMO energy at 0.581 eV. The calculation puts the HOMO energy at -7.605 eV.

(13)
The following is a DFT calculation (ωB97M-V/def2-TZVPD) of C5H12N2 as an isolated structure at a distorted geometry.

Each line ends with the natural charge from an NBO analysis.
Atoms and positions in Å:
C -0.190 0.213 0.470  -0.31
C 1.740 -1.018 0.404  -0.48
C -2.199 1.338 -1.391  -0.42
C 2.302 -0.502 1.705  -0.64
N -1.807 1.127 -0.017  -0.79
C -0.047 -0.599 -0.632  0.47
N -0.296 -1.318 -1.582  -0.61
H -2.585 0.703 0.490  0.33
H -1.148 -1.134 -2.109  0.39
H -0.557 -0.222 1.389  0.26
H 0.397 1.121 0.508  0.26
H 2.378 -0.785 -0.449  0.20
H 1.556 -2.093 0.428  0.20
H -2.551 0.436 -1.934  0.13
H -1.360 1.765 -1.955  0.18
H -3.012 2.074 -1.480  0.20
H 1.641 -0.725 2.548  0.20
H 3.275 -0.959 1.929  0.22
H 2.462 0.580 1.676  0.20

The calculation puts the energy above the lowest of the compared OMol25 structures with the same formula, charge and spin at 5.823 eV. For the HOMO-LUMO gap, the calculation gives 7.98 eV. The calculation puts the LUMO energy at 0.878 eV. The calculation puts the HOMO energy at -7.100 eV.